Record 1
# C4H7N3

One molecule with the formula C4H7N3 at a distorted geometry (ωB97M-V with the def2-TZVPD basis set, the OMol25 dataset).

Last column: Mulliken charge in e.
Geometry (Å):
C 2.519 -0.031 0.182  -0.548
N 1.253 -0.257 0.549  0.540
C 0.303 0.590 -0.140  -0.318
C -0.935 -0.218 0.073  0.545
C -2.308 -0.002 -0.470  -1.068
N -0.669 -1.127 0.960  -0.239
N 0.664 -1.165 1.296  -0.819
H 2.669 -0.170 -0.885  0.266
H 3.330 -0.204 0.862  0.285
H 0.950 0.884 -0.996  0.254
H 0.221 1.547 0.395  0.225
H -2.987 -0.754 -0.057  0.320
H -2.697 0.990 -0.209  0.271
H -2.313 -0.083 -1.561  0.287

The value obtained for the LUMO energy (spin up / spin down) is -0.06 / 0.00 eV. As for the total energy: -8727.458 eV. As for the frontier orbital gap (spin up / spin down): 0.28664 / 0.27821 Ha. The calculation puts the maximum force at 1.60 eV/A. The HOMO energy (spin up / spin down) is -7.862 / -7.574 eV.

=====

Record 2
# C3H13NO3

A 3-piece molecular cluster, C3H13NO3 overall at a distorted geometry (ωB97M-V with the def2-TZVPD basis set, the OMol25 dataset).

Last column: Mulliken charge in e.
Geometry (Å):
C 1.300 -1.500 0.703  -1.020
N 0.518 -0.485 0.057  0.195
C 0.553 -0.302 -1.369  -0.503
C -0.719 -0.859 -2.027  -0.572
O -1.449 0.272 -2.689  -0.531
H 0.931 -1.679 1.716  0.307
H 2.358 -1.233 0.850  0.303
H 1.230 -2.458 0.187  0.320
H 0.253 0.278 0.640  -0.058
H 0.678 0.729 -1.708  0.333
H 1.421 -0.760 -1.856  0.337
H -0.539 -1.423 -2.944  0.229
H -1.385 -1.370 -1.344  0.445
H -2.141 0.387 -2.037  0.286
O -1.222 0.661 2.206  -0.634
H -2.090 0.451 2.563  0.270
H -1.068 1.580 2.491  0.385
O 0.115 2.858 1.594  -0.718
H 0.237 2.082 1.023  0.269
H 1.018 2.770 1.947  0.358

The value obtained for the LUMO energy is 0.57 eV. As for the total energy: -10953.022 eV. As for the frontier orbital gap: 0.32399 Ha. The calculation puts the maximum force at 3.12 eV/A. As for the SMILES: CNCCO.O.O. The HOMO energy is -8.246 eV.

=====

Record 3
# C7H14N3O4S

A 2-piece molecular cluster, C7H14N3O4S overall at a distorted geometry (ωB97M-V with the def2-TZVPD basis set, the OMol25 dataset).

Last column: Mulliken charge in e.
Geometry (Å):
C -4.445 0.363 -1.177  -0.387
C -3.925 0.032 0.141  0.032
C -2.439 -0.346 -1.442  0.530
C -1.302 -0.812 -2.039  -0.697
C 2.182 1.322 -0.106  -0.845
C 3.214 -0.666 -0.492  -0.778
C 2.441 -0.032 1.765  -0.792
N -3.572 0.117 -2.093  -0.484
N -2.716 -0.373 -0.071  0.042
N 2.192 -0.080 0.333  -0.001
O -2.372 0.845 2.153  -0.626
O -0.910 -1.129 1.654  -0.645
O 0.986 -0.629 -0.082  -0.240
O -0.619 0.859 0.471  -0.495
S -1.503 0.116 1.291  1.322
H -5.357 0.797 -1.402  0.479
H -4.385 -0.019 1.103  0.473
H -0.418 -1.169 -1.617  0.298
H -1.218 -0.725 -3.083  0.330
H 0.386 -0.713 0.803  0.312
H 1.522 1.246 -1.048  0.357
H 1.539 1.928 0.662  0.360
H 3.133 1.829 -0.285  0.328
H 4.206 -0.230 -0.185  0.354
H 3.182 -1.728 -0.125  0.377
H 2.774 -0.607 -1.565  0.294
H 3.518 0.073 1.983  0.337
H 1.876 0.740 2.312  0.342
H 2.032 -1.009 2.140  0.422

The value obtained for the LUMO energy is -5.33 eV. As for the total energy: -30969.731 eV. As for the frontier orbital gap: 0.32059 Ha. The calculation puts the maximum force at 4.99 eV/A. The HOMO energy is -14.056 eV. The net charge is +1.

=====

Record 4
# C4H5O2Sm

C4H5O2Sm as an isolated structure at a distorted geometry (ωB97M-V with the def2-TZVPD basis set, the OMol25 dataset).

Last column: Löwdin spin population.
Geometry (Å):
H 1.881 3.231 -2.238  -0.016
O -0.331 1.291 0.130  0.001
C -0.888 -0.917 0.587  0.001
C -1.190 -1.921 1.402  0.010
C -1.029 0.462 0.801  0.004
C 0.361 -1.516 -0.222  0.000
O 1.203 -0.609 -0.630  -0.014
Sm 1.731 1.418 -1.475  6.014
H -0.515 2.223 0.339  0.001
H 0.588 -2.354 0.653  0.000
H -1.649 0.833 1.622  0.000
H -0.163 -2.142 -0.969  0.000

The value obtained for the LUMO energy (spin up / spin down) is -6.36 / -6.32 eV. As for the spin multiplicity: 7. As for the total energy: -26212.283 eV. As for the frontier orbital gap (spin up / spin down): 0.16098 / 0.18133 Ha. The calculation puts the maximum force at 3.16 eV/A. The HOMO energy (spin up / spin down) is -10.739 / -11.258 eV. The net charge is +1.

=====

Record 5
# C21H32CaN7O2S2Te

C21H32CaN7O2S2Te as an isolated structure at a distorted geometry (ωB97M-V with the def2-TZVPD basis set, the OMol25 dataset).

Last column: Mulliken charge in e.
Geometry (Å):
Ca 0.098 0.047 0.190  1.832
N 0.235 0.623 2.704  -0.406
C 1.568 0.345 3.326  -0.848
C 2.692 0.871 2.433  -0.344
C 2.570 0.181 1.085  0.374
O 2.794 -1.030 1.024  -0.547
O 2.076 0.862 0.099  -0.692
H 0.073 1.628 2.731  0.143
H -0.487 0.210 3.287  0.237
H 1.671 -0.734 3.417  0.347
H 1.640 0.775 4.323  0.421
H 3.652 0.622 2.883  0.422
H 2.624 1.955 2.316  0.223
N 2.092 0.056 -2.830  -0.312
C 0.766 0.033 -3.062  0.277
N -0.137 0.011 -2.105  -0.072
C -1.426 -0.042 -2.638  -0.548
C -1.491 -0.044 -3.980  -0.398
S 0.097 -0.002 -4.655  -0.215
C -2.547 -0.023 -1.682  -0.269
C -3.855 -0.209 -1.941  -0.351
S -4.782 0.032 -0.509  -0.183
C -3.333 0.366 0.361  0.243
N -2.240 0.271 -0.350  0.063
N -3.332 0.696 1.689  -0.438
H 2.401 0.249 -1.881  0.121
H 2.730 0.230 -3.585  0.235
H -2.360 -0.057 -4.619  0.450
H -4.331 -0.469 -2.874  0.443
H -4.215 0.919 2.117  0.254
H -2.571 1.298 1.972  0.156
C -0.369 5.269 -1.075  -1.743
C -0.665 4.981 0.397  1.566
C 0.559 5.291 1.252  -1.715
C -1.853 5.813 0.863  -1.785
N -1.064 3.573 0.633  -0.445
N -0.192 2.581 0.099  -0.066
H -0.221 6.340 -1.224  0.454
H -1.205 4.958 -1.710  0.379
H 0.540 4.771 -1.421  0.384
H 0.812 6.351 1.179  0.464
H 1.439 4.731 0.923  0.350
H 0.359 5.056 2.299  0.359
H -1.613 6.876 0.817  0.415
H -2.117 5.563 1.892  0.399
H -2.727 5.640 0.228  0.420
H -1.971 3.415 0.208  0.316
H 0.721 2.694 0.533  0.158
H -0.014 2.716 -0.899  0.164
C 1.916 -3.735 -0.432  -1.040
Te 0.583 -2.881 0.994  0.193
C -0.698 -4.456 0.301  -1.125
C 0.269 -5.564 -0.049  0.653
C -0.083 -6.906 -0.001  -0.729
C 0.850 -7.886 -0.317  -0.548
C 2.141 -7.526 -0.676  -0.542
C 2.501 -6.185 -0.721  -0.760
C 1.570 -5.202 -0.412  0.756
H 2.938 -3.512 -0.144  0.554
H 1.708 -3.277 -1.398  0.392
H -1.238 -4.098 -0.575  0.363
H -1.420 -4.750 1.060  0.510
H -1.087 -7.189 0.293  0.417
H 0.572 -8.931 -0.268  0.390
H 2.874 -8.289 -0.907  0.394
H 3.514 -5.904 -0.987  0.430

The value obtained for the LUMO energy is -2.18 eV. As for the total energy: -84224.153 eV. As for the frontier orbital gap: 0.31344 Ha. The calculation puts the maximum force at 1.21 eV/A. The HOMO energy is -10.705 eV. The net charge is +1.

=====

Record 6
# C23H28F9FeGeN6O4S6

C23H28F9FeGeN6O4S6 as an isolated structure (ωB97M-V with the def2-TZVPD basis set, the OMol25 dataset).

Last column: Löwdin spin population.
Geometry (Å):
Fe 0.490 1.634 0.428  3.961
F -2.006 -1.472 3.838  0.005
C -2.858 -0.704 3.142  0.003
F -2.792 0.536 3.649  0.002
F -4.094 -1.164 3.373  0.000
C -2.537 -0.717 1.671  0.010
C -3.504 -1.042 0.740  0.001
C -3.200 -0.992 -0.617  0.013
C -1.925 -0.617 -0.984  0.002
N -0.964 -0.358 -0.091  0.060
C -1.257 -0.381 1.216  0.027
S 0.078 0.168 2.210  0.223
H -4.496 -1.317 1.071  0.000
H -3.942 -1.222 -1.367  0.001
H -1.641 -0.523 -2.025  0.000
N 4.036 0.153 1.056  0.002
C 3.565 1.163 1.840  0.007
N 2.500 1.901 1.607  0.062
C 2.336 2.822 2.640  0.003
C 3.238 2.745 3.642  0.001
S 4.402 1.530 3.300  0.006
C 1.201 3.732 2.653  0.000
C 1.179 4.904 3.318  0.001
S -0.415 5.551 3.305  0.003
C -0.946 4.185 2.383  0.004
N 0.010 3.327 2.071  0.038
N -2.246 4.063 2.078  0.000
H 3.921 0.229 0.062  0.000
H 4.913 -0.261 1.328  0.000
H 3.246 3.295 4.567  0.000
H 1.993 5.410 3.808  0.000
H -2.873 4.829 2.245  0.000
H -2.536 3.327 1.455  0.000
F -3.150 1.747 -2.897  0.000
C -2.927 2.974 -2.440  0.001
F -4.001 3.418 -1.811  0.000
F -2.616 3.775 -3.439  0.000
S -1.526 2.878 -1.237  0.002
O -2.074 2.287 -0.031  0.018
O -0.494 2.008 -1.786  0.023
N -1.113 4.361 -1.073  0.000
S 0.390 4.780 -0.809  0.003
O 1.217 3.645 -0.411  0.016
O 0.452 5.968 -0.037  0.001
C 1.032 5.202 -2.494  0.001
F 0.681 4.254 -3.362  0.000
F 2.356 5.274 -2.443  0.000
F 0.535 6.360 -2.886  0.000
S 2.370 1.201 -1.841  -0.318
C 1.770 0.258 -0.775  -0.141
C -1.488 -4.672 1.626  0.000
C -0.355 -4.053 0.818  0.000
C 0.611 -3.277 1.702  0.003
C 1.853 -2.737 1.002  -0.002
Ge 1.837 -1.801 -0.714  -0.030
C 0.648 -2.317 -2.175  -0.007
C 1.172 -3.590 -2.845  -0.003
C 0.224 -4.109 -3.921  -0.001
C 0.737 -5.379 -4.585  0.000
H -2.187 -5.216 0.990  0.000
H -2.049 -3.902 2.160  0.000
H -1.103 -5.371 2.371  0.000
H -0.780 -3.384 0.063  0.000
H 0.183 -4.834 0.270  0.000
H 0.955 -3.931 2.509  0.000
H 0.075 -2.471 2.201  0.004
H 2.501 -3.581 0.729  -0.001
H 2.448 -2.121 1.678  0.000
H 3.290 -1.875 -1.238  -0.005
H 0.592 -1.496 -2.895  0.000
H -0.358 -2.480 -1.791  0.000
H 1.323 -4.376 -2.095  0.000
H 2.156 -3.401 -3.285  0.000
H 0.076 -3.327 -4.672  0.000
H -0.758 -4.290 -3.474  0.000
H 1.706 -5.212 -5.058  0.000
H 0.050 -5.732 -5.353  0.000
H 0.859 -6.182 -3.855  0.000

The value obtained for the LUMO energy (spin up / spin down) is -4.77 / -4.57 eV. As for the spin multiplicity: 5. As for the total energy: -221801.676 eV. As for the frontier orbital gap (spin up / spin down): 0.21407 / 0.22113 Ha. The calculation puts the maximum force at 0.82 eV/A. The HOMO energy (spin up / spin down) is -10.595 / -10.587 eV. The net charge is +1.

=====

Record 7
# C20H21BrIrNO2Se2

C20H21BrIrNO2Se2 as an isolated structure (ωB97M-V with the def2-TZVPD basis set, the OMol25 dataset).

Last column: Mulliken charge in e.
Geometry (Å):
Ir 0.772 0.219 -0.087  0.875
O 2.325 -1.382 0.416  -0.399
C 2.528 -2.597 -0.317  -1.279
C 2.212 -2.454 -1.795  1.743
C 2.881 -3.696 -2.413  -1.425
O 2.534 -3.779 -3.787  -0.517
C 0.711 -2.533 -2.109  -1.097
Se -0.539 -1.594 -0.925  -0.275
C 2.859 -1.229 -2.437  -1.380
Se 2.033 0.533 -2.123  -0.227
H 2.588 -1.526 1.329  0.275
H 1.908 -3.393 0.109  0.391
H 3.584 -2.872 -0.213  0.514
H 2.536 -4.590 -1.876  0.468
H 3.968 -3.618 -2.291  0.446
H 2.962 -4.548 -4.170  0.329
H 0.380 -3.573 -2.066  0.547
H 0.553 -2.177 -3.123  0.419
H 2.805 -1.378 -3.513  0.550
H 3.915 -1.177 -2.162  0.427
Br 1.911 2.080 1.900  -0.112
C 0.570 1.035 2.723  0.377
C 0.236 1.209 4.051  -0.618
C -0.700 0.343 4.591  -0.248
C -1.235 -0.654 3.791  -0.866
C -0.846 -0.733 2.468  -0.141
N 0.036 0.117 1.929  -0.170
H 0.702 1.992 4.630  0.450
H -0.997 0.441 5.628  0.396
H -1.954 -1.362 4.177  0.434
H -1.227 -1.491 1.796  0.498
C -4.592 2.146 0.534  -0.483
C -3.946 0.896 0.626  -1.164
C -2.631 0.773 0.280  0.112
C -1.855 1.871 -0.178  0.718
C -0.459 1.764 -0.518  0.137
C 0.138 2.901 -1.017  -0.160
C -0.533 4.132 -1.158  -1.028
C -1.841 4.250 -0.795  -0.824
C -2.530 3.120 -0.299  1.001
C -3.896 3.224 0.075  -0.869
H -5.634 2.242 0.812  0.390
H -4.500 0.024 0.956  0.416
H -2.175 -0.199 0.326  -0.052
H 1.185 2.878 -1.307  0.338
H 0.006 4.983 -1.556  0.382
H -2.370 5.192 -0.889  0.350
H -4.379 4.191 -0.021  0.352

The value obtained for the LUMO energy is -0.14 eV. As for the total energy: -230240.020 eV. As for the frontier orbital gap: 0.24505 Ha. The calculation puts the maximum force at 0.32 eV/A. The HOMO energy is -6.812 eV.

=====

Record 8
# C12H16N5O2ReSSbSe4

C12H16N5O2ReSSbSe4 as an isolated structure at a distorted geometry (ωB97M-V with the def2-TZVPD basis set, the OMol25 dataset).

Last column: Mulliken charge in e.
Geometry (Å):
Re -0.341 0.635 0.315  0.684
Se -5.135 0.091 -1.991  -0.190
Sb -4.376 0.389 0.194  0.997
Se -1.113 -1.390 -0.521  0.206
Se -2.112 1.994 -0.079  0.017
Se -4.550 0.084 2.501  -0.162
C -1.115 2.516 3.568  -0.971
C 0.062 1.864 2.898  -0.420
O -0.253 0.508 2.378  0.129
C -0.138 -0.561 3.402  -0.199
C -0.532 -1.906 2.873  -1.088
H -0.807 3.505 3.913  0.415
H -1.443 1.949 4.438  0.341
H -1.957 2.639 2.890  0.158
H 0.912 1.766 3.568  0.376
H 0.403 2.453 2.033  0.507
H -0.780 -0.260 4.225  0.338
H 0.896 -0.559 3.739  0.356
H -1.581 -1.936 2.575  0.193
H -0.394 -2.633 3.675  0.470
H 0.106 -2.215 2.044  0.178
N 3.945 -0.648 0.876  -0.342
C 2.742 -0.898 0.417  0.799
O 1.765 -0.125 0.639  -0.662
C 2.559 -2.182 -0.323  0.194
C 3.518 -3.234 -0.249  -0.395
N 4.315 -4.059 -0.138  -0.250
C 1.416 -2.193 -0.997  0.591
N 0.388 -1.842 -1.502  -0.499
H 4.719 -1.276 0.701  0.216
H 4.126 0.182 1.422  0.282
S 0.740 1.324 -1.694  -0.387
C -0.095 0.877 -3.159  0.475
N 0.521 1.259 -4.306  -0.030
C 0.024 0.966 -5.524  -0.060
C -1.145 0.266 -5.607  -0.801
C -1.752 -0.073 -4.406  0.002
N -1.240 0.231 -3.205  -0.081
H 1.383 1.790 -4.241  0.274
H 0.587 1.310 -6.383  0.450
H -1.575 0.000 -6.561  0.442
H -2.692 -0.609 -4.397  0.448

The value obtained for the LUMO energy (spin up / spin down) is -12.06 / -11.92 eV. As for the total energy: -305107.131 eV. As for the frontier orbital gap (spin up / spin down): 0.19931 / 0.20440 Ha. The calculation puts the maximum force at 1.32 eV/A. The HOMO energy (spin up / spin down) is -17.479 / -17.482 eV. The net charge is +3.

=====

Q: What is the maximum force in the fourth record?
A: 3.16 eV/A